Molecular formula: C40H55N4O8P3Y
Method: DFT, ωB97M-V with the def2-TZVPD basis set

Calculated values
Charge: +1
Orbital gap: 8.464 eV
Energy relative to the best compared isomer or geometry (same formula, charge and spin): 31.73 kcal per mole
F_max: 1.8 eV Å⁻¹
HOMO energy: -9.95 eV

Element x y z (Å)
Y (0.10816, -0.14939, 0.54123)
C (-1.13358, 3.93086, 6.23753)
C (0.22670, 3.67857, 6.14708)
C (0.74927, 3.06836, 5.01542)
C (-0.09023, 2.70415, 3.96648)
C (-1.45610, 2.96022, 4.06441)
C (-1.97417, 3.57342, 5.19315)
P (0.53663, 1.90515, 2.44812)
C (2.24016, 1.48528, 2.99552)
C (3.33631, 2.26764, 2.64305)
C (4.60349, 1.94653, 3.10718)
C (4.78636, 0.83971, 3.92050)
C (3.69588, 0.05641, 4.28082)
C (2.42728, 0.37380, 3.82110)
C (0.78032, 3.31986, 1.33563)
C (0.74583, 4.66368, 1.68745)
C (0.72581, 5.64031, 0.70356)
C (0.69264, 5.26281, -0.63148)
C (0.72233, 3.92710, -0.99674)
C (0.79487, 2.92976, -0.01835)
H (-1.53941, 4.39664, 7.12604)
H (0.88517, 3.95261, 6.96111)
H (1.81179, 2.87885, 4.95394)
H (-2.11393, 2.67497, 3.25006)
H (-3.03645, 3.76927, 5.26565)
H (3.18812, 3.14555, 2.02509)
H (5.44980, 2.56666, 2.83860)
H (5.77491, 0.59488, 4.29000)
H (3.83619, -0.79468, 4.93670)
H (1.56902, -0.21338, 4.12066)
H (0.72747, 4.94632, 2.73309)
H (0.70922, 6.68551, 0.98199)
H (0.63156, 6.01875, -1.40459)
H (0.67641, 3.64292, -2.04185)
C (2.52052, 0.04752, -2.93497)
C (1.50114, 1.12790, -3.25319)
C (1.75495, 1.77780, -4.59843)
O (0.14887, 0.58022, -3.30493)
P (-0.71744, 0.20878, -1.98461)
O (0.87130, 1.63206, -0.32265)
C (-1.51077, -1.29928, -2.74046)
P (-0.50612, -2.61374, -1.97188)
O (0.11965, -2.24265, -0.66680)
O (0.65024, -2.89573, -3.00876)
C (0.36989, -3.52176, -4.29424)
C (0.95338, -4.92101, -4.28250)
C (0.95394, -2.65624, -5.39413)
O (-1.27814, -3.99625, -2.00136)
C (-2.19334, -4.62844, -1.06161)
C (-1.74390, -4.49073, 0.38387)
C (-3.60637, -4.11812, -1.28021)
O (-1.79647, 1.35975, -1.76349)
C (-2.77652, 2.02901, -2.58813)
C (-2.49420, 1.89685, -4.07227)
C (-4.15574, 1.52077, -2.20460)
H (3.49184, 0.50888, -2.75312)
H (2.61679, -0.66192, -3.75406)
H (2.22147, -0.50489, -2.04258)
H (1.53626, 1.87048, -2.46092)
H (1.73715, 1.02709, -5.39048)
H (2.73317, 2.25841, -4.59110)
H (0.99690, 2.53049, -4.81634)
H (-1.37163, -1.31247, -3.81994)
H (-2.55812, -1.38499, -2.46870)
H (-0.71460, -3.58797, -4.41840)
H (2.03532, -4.87500, -4.15377)
H (0.73019, -5.42092, -5.22482)
H (0.52933, -5.50244, -3.46483)
H (2.04248, -2.64810, -5.32744)
H (0.59207, -1.63029, -5.31019)
H (0.66857, -3.05310, -6.36784)
H (-2.14341, -5.67992, -1.34830)
H (-1.78846, -3.44980, 0.70054)
H (-0.71669, -4.83862, 0.49595)
H (-2.38892, -5.08902, 1.02642)
H (-3.66465, -3.06202, -1.02002)
H (-4.29120, -4.68071, -0.64519)
H (-3.90455, -4.25183, -2.32052)
H (-2.69457, 3.07615, -2.28935)
H (-2.54615, 0.85147, -4.38230)
H (-1.50377, 2.28080, -4.30899)
H (-3.23617, 2.46803, -4.62912)
H (-4.31276, 0.50151, -2.56321)
H (-4.91833, 2.17054, -2.63376)
H (-4.26178, 1.52755, -1.11944)
C (-5.27334, -0.91228, 0.74426)
N (-4.06762, -0.74557, 1.54724)
C (-4.17113, -0.52097, 2.89596)
C (-3.09642, -0.35863, 3.68344)
C (-1.78252, -0.42214, 3.08079)
O (-0.72328, -0.30308, 3.69456)
N (-1.72475, -0.63431, 1.71730)
C (-2.81936, -0.80057, 0.95325)
O (-2.69820, -1.00983, -0.26460)
H (-5.92606, -0.04602, 0.85050)
H (-5.81218, -1.80869, 1.05140)
H (-4.97800, -1.00520, -0.29486)
H (-5.18114, -0.48778, 3.28249)
H (-3.17864, -0.16934, 4.74218)
C (4.91415, -3.25337, 1.83617)
N (4.07776, -2.19061, 1.31627)
C (4.51917, -1.03792, 0.71623)
C (3.40795, -0.32630, 0.39136)
N (2.29287, -1.02500, 0.79235)
C (2.73970, -2.14044, 1.33979)
H (5.81654, -2.82682, 2.26823)
H (5.19608, -3.94745, 1.04500)
H (4.37944, -3.79766, 2.61083)
H (5.56551, -0.81728, 0.59943)
H (3.33242, 0.63113, -0.09468)
H (2.12263, -2.92705, 1.74418)

Force components x, y, z for each atom (eV/Å):
0.98 -1.12 -0.43
0.04 -0.02 0.06
-0.04 0.02 0.00
-0.07 0.04 -0.04
-0.16 -0.18 -0.05
0.05 -0.01 -0.01
-0.10 0.02 -0.02
0.70 1.06 0.63
0.03 -0.07 -0.12
-0.11 0.03 0.02
0.10 0.02 -0.03
0.03 -0.05 0.04
0.02 -0.04 -0.01
0.00 0.07 -0.07
-0.30 -0.27 -0.14
0.08 -0.04 -0.08
-0.02 0.10 0.11
-0.01 0.02 -0.03
0.03 -0.22 -0.06
0.14 0.55 0.12
-0.01 0.02 -0.01
0.00 0.01 -0.01
0.00 0.00 0.04
-0.03 0.01 0.01
0.00 0.00 -0.02
0.04 -0.04 -0.02
-0.02 0.00 0.00
-0.02 0.01 0.00
-0.02 0.01 -0.01
-0.02 -0.06 0.01
-0.03 -0.01 0.01
-0.01 0.00 -0.04
0.03 0.01 0.01
0.00 0.07 0.04
-0.35 0.02 0.02
0.17 0.16 -0.07
-0.13 -0.08 0.11
0.25 -0.16 0.21
-0.72 0.16 -1.68
0.18 0.57 0.18
0.35 0.04 0.46
-0.14 -0.83 -0.66
-0.34 0.26 0.14
0.02 0.12 0.06
0.02 -0.16 -0.30
-0.06 0.09 0.14
-0.02 0.08 0.23
0.10 0.46 0.24
-0.32 -0.12 0.26
0.23 0.11 -0.26
0.21 -0.01 -0.13
0.18 0.04 -0.01
-0.28 -0.01 -0.13
0.13 0.04 0.18
0.15 0.00 0.07
0.01 -0.02 0.01
-0.02 -0.07 -0.08
0.09 -0.03 0.01
-0.04 -0.03 -0.05
0.01 0.02 -0.02
0.01 0.00 -0.04
0.03 0.02 0.00
0.00 -0.08 -0.02
0.02 -0.04 0.07
0.00 0.03 0.03
0.00 0.00 -0.02
0.02 -0.02 -0.01
-0.01 -0.03 -0.03
0.01 0.02 -0.01
0.00 0.01 -0.04
0.01 -0.01 -0.01
0.05 0.04 -0.05
-0.04 0.03 0.07
-0.02 -0.01 0.05
-0.03 -0.01 -0.05
-0.05 0.04 0.04
-0.03 0.01 -0.02
-0.03 0.00 0.02
0.06 -0.01 -0.03
-0.03 0.02 -0.06
-0.03 -0.01 -0.07
-0.03 -0.03 -0.02
0.00 0.00 -0.01
-0.03 -0.04 -0.04
-0.03 0.01 -0.01
-0.04 -0.03 -0.02
0.07 0.01 -0.17
0.14 0.03 0.20
-0.13 0.09 0.04
0.30 -0.22 0.00
-0.11 -0.28 0.15
-1.01 0.00 0.88
-0.36 -0.17 0.00
0.02 0.09 0.08
0.03 0.01 0.04
0.00 0.00 -0.02
-0.01 -0.01 0.00
-0.02 0.00 -0.03
-0.04 -0.03 0.00
0.13 -0.22 0.00
-0.10 0.08 0.08
0.01 0.17 -0.07
0.22 0.01 0.09
0.27 -0.10 0.10
-0.13 -0.03 -0.03
-0.04 0.03 0.02
-0.01 0.03 -0.01
-0.03 0.04 -0.01
0.00 -0.04 -0.03
-0.03 0.03 0.08
0.04 0.00 0.03

Results of the Mulliken charge analysis, in e, for atoms 1 through 5: -0.57, -0.58, -0.79, -0.65, 0.52

---

Molecular formula: C40H56CdN3O9SSi
Method: DFT, ωB97M-V with the def2-TZVPD basis set

Calculated values
Charge: -1
Orbital gap: 6.889 eV
Energy relative to the best compared isomer or geometry (same formula, charge and spin): 14.30 kcal per mole
F_max: 0.2 eV Å⁻¹
HOMO energy: -4.66 eV

Element x y z (Å)
Cd (0.11550, 0.19736, -0.35790)
C (-3.68831, 1.86053, -6.79042)
O (-4.76299, 2.57624, -6.21426)
C (-4.45493, 3.47499, -5.23382)
C (-5.52512, 3.98158, -4.50276)
C (-5.29544, 4.90138, -3.49840)
C (-4.00170, 5.29638, -3.17875)
C (-2.94030, 4.81839, -3.93704)
C (-3.16267, 3.91410, -4.96366)
N (-3.86282, 6.29805, -2.15479)
N (-2.97030, 6.24536, -1.29200)
C (-2.09396, 5.13240, -1.16050)
C (-0.75367, 5.43458, -1.05548)
C (0.24142, 4.45952, -1.08654)
C (-0.07538, 3.09694, -1.18525)
O (0.78830, 2.16942, -1.30495)
C (-1.50081, 2.76897, -1.12768)
N (-1.80738, 1.44700, -1.07237)
C (-3.06493, 1.07242, -1.02747)
C (-4.12222, 1.99963, -0.99737)
C (-3.83603, 3.33429, -1.02499)
C (-2.49434, 3.76665, -1.12247)
H (-4.13580, 1.07901, -7.39930)
H (-3.05709, 1.40820, -6.02133)
H (-3.07437, 2.50447, -7.42707)
H (-6.52557, 3.64447, -4.73783)
H (-6.12104, 5.31440, -2.93230)
H (-1.92907, 5.13101, -3.71647)
H (-2.32036, 3.55073, -5.53451)
H (-0.48241, 6.48368, -1.00554)
H (1.28669, 4.73730, -1.05416)
H (-3.25727, 0.01244, -0.95780)
H (-5.13955, 1.64292, -0.91799)
H (-4.63025, 4.06694, -0.96037)
C (0.84450, -4.54231, 1.49502)
C (2.14041, -4.52488, 0.68991)
C (2.19417, -5.69424, -0.29191)
C (3.34198, -4.57461, 1.62930)
O (2.24267, -3.28279, 0.00559)
Si (1.52251, -2.71768, -1.36375)
O (1.47753, -1.13619, -1.32554)
O (2.36288, -3.27400, -2.68676)
C (3.60948, -2.79013, -3.17864)
C (4.19799, -3.91805, -4.01858)
C (4.57005, -2.43641, -2.04380)
C (3.33529, -1.55981, -4.04375)
O (0.08176, -3.50622, -1.45595)
C (-0.99378, -3.40371, -2.38196)
C (-1.50826, -1.96914, -2.43152)
C (-2.08245, -4.32884, -1.84649)
C (-0.53392, -3.85993, -3.76486)
H (0.76088, -5.46668, 2.07281)
H (-0.01358, -4.45847, 0.83095)
H (0.82980, -3.69369, 2.18012)
H (2.19176, -6.64434, 0.24791)
H (3.10220, -5.63659, -0.89460)
H (1.33657, -5.66939, -0.96250)
H (3.32834, -5.48241, 2.23590)
H (3.32496, -3.70829, 2.29110)
H (4.26940, -4.55117, 1.05428)
H (4.41272, -4.78245, -3.38885)
H (5.12222, -3.60089, -4.50647)
H (3.48242, -4.21996, -4.78443)
H (4.79056, -3.31474, -1.43693)
H (4.13233, -1.68336, -1.39248)
H (5.50511, -2.04590, -2.45469)
H (2.69998, -1.83423, -4.88832)
H (4.26227, -1.12872, -4.43017)
H (2.81052, -0.81202, -3.45010)
H (-1.77110, -1.63234, -1.42660)
H (-2.40903, -1.91632, -3.04950)
H (-0.76124, -1.30047, -2.86522)
H (-2.40925, -3.98387, -0.86486)
H (-1.69394, -5.34395, -1.75026)
H (-2.94503, -4.34441, -2.51555)
H (0.26650, -3.21926, -4.13210)
H (-1.36687, -3.82478, -4.47158)
H (-0.15120, -4.88066, -3.71897)
C (-3.43394, 0.15493, 7.20430)
C (-3.04402, -0.11778, 5.77609)
C (-2.93182, -1.41661, 5.30147)
C (-2.56765, -1.68145, 3.98425)
C (-2.46743, -3.09249, 3.47475)
C (-2.30833, -0.61419, 3.13108)
C (-2.39855, 0.70242, 3.58686)
C (-2.07104, 1.84458, 2.66592)
C (-2.77232, 0.93056, 4.90408)
C (-1.93921, -0.86654, 1.68268)
O (-2.84239, -1.09569, 0.87207)
O (-0.69154, -0.78613, 1.43233)
H (-3.76162, -0.75852, 7.70134)
H (-4.24725, 0.88082, 7.26252)
H (-2.59490, 0.56060, 7.77444)
H (-3.13719, -2.24773, 5.96876)
H (-2.64815, -3.81242, 4.27343)
H (-1.47949, -3.28259, 3.05263)
H (-3.19190, -3.26559, 2.67690)
H (-2.66426, 1.79422, 1.75099)
H (-1.01800, 1.81215, 2.37612)
H (-2.26012, 2.80508, 3.14589)
H (-2.84900, 1.95384, 5.25969)
C (4.32008, 1.00120, 1.94683)
S (3.17682, 0.24336, 0.78568)
C (3.73641, 1.07853, -0.69524)
O (1.86125, 0.88466, 1.13534)
H (4.18509, 2.08208, 1.91749)
H (5.34143, 0.72327, 1.69020)
H (4.07098, 0.62271, 2.93490)
H (4.78390, 0.83205, -0.86912)
H (3.57827, 2.14823, -0.56499)
H (3.11384, 0.70806, -1.50568)

Force components x, y, z for each atom (eV/Å):
0.02 0.03 -0.09
0.01 0.02 -0.03
-0.04 -0.04 0.08
-0.01 0.03 -0.06
0.04 0.00 -0.02
-0.01 0.01 -0.04
0.05 0.09 -0.02
-0.05 0.03 0.05
-0.03 -0.05 -0.03
-0.13 -0.05 -0.09
0.06 0.04 0.07
0.08 0.00 0.02
0.00 -0.02 0.04
-0.04 0.01 -0.06
-0.10 0.01 -0.08
0.06 -0.07 0.19
0.07 -0.06 -0.04
0.04 -0.01 0.18
-0.06 0.03 -0.07
0.08 0.04 -0.01
-0.04 -0.04 0.03
0.00 0.06 -0.01
0.01 0.01 0.00
-0.01 -0.02 -0.01
0.01 -0.01 0.01
-0.01 -0.01 -0.01
0.00 0.01 0.01
0.01 0.02 0.00
0.00 0.00 0.01
0.01 0.00 -0.01
0.01 0.00 -0.01
0.00 -0.01 0.02
-0.01 0.00 -0.01
0.02 -0.04 0.03
0.03 -0.04 0.03
0.02 0.03 -0.03
0.01 0.00 0.04
-0.01 -0.02 -0.01
0.00 -0.02 0.00
0.01 0.05 0.05
0.02 0.09 -0.14
0.20 -0.10 0.09
-0.12 0.06 -0.06
-0.01 0.03 -0.03
0.01 -0.04 -0.05
0.02 -0.01 0.02
0.00 -0.06 0.04
0.00 0.00 0.01
-0.09 0.02 -0.14
0.01 0.05 -0.01
-0.06 0.02 0.00
0.01 0.00 0.01
-0.03 0.00 -0.04
-0.01 0.03 0.00
0.00 0.00 0.01
0.02 0.01 -0.01
-0.03 0.01 -0.02
-0.01 -0.02 0.00
-0.01 0.02 0.01
0.01 0.01 -0.01
-0.01 -0.02 0.01
0.02 0.01 0.00
-0.01 0.01 -0.01
-0.01 -0.04 0.02
-0.05 0.08 0.05
-0.01 -0.02 0.00
-0.01 -0.01 0.00
0.01 -0.02 -0.01
-0.02 0.02 0.02
0.00 -0.04 0.05
0.00 0.01 0.00
0.02 -0.01 0.05
0.00 0.02 0.02
0.02 -0.02 -0.01
0.00 0.01 -0.02
0.02 0.02 0.00
-0.01 -0.01 0.02
0.00 -0.01 0.01
-0.01 0.01 0.04
0.00 -0.02 0.00
0.02 -0.01 -0.01
-0.08 0.04 -0.05
-0.02 -0.04 -0.01
-0.03 -0.07 0.00
0.08 -0.07 0.00
0.04 0.08 0.01
-0.01 0.01 0.01
0.01 0.03 -0.02
0.05 -0.11 0.07
-0.04 0.16 -0.03
0.00 0.00 0.00
0.00 0.00 0.00
0.01 0.00 0.00
0.00 -0.01 0.02
0.01 0.00 0.00
0.02 -0.01 -0.01
0.00 0.01 0.00
-0.02 0.01 -0.04
0.00 -0.02 -0.01
-0.03 -0.01 -0.01
-0.01 0.01 0.00
-0.01 0.10 -0.10
-0.02 -0.09 0.06
0.05 0.07 0.06
-0.03 -0.10 0.04
0.01 0.01 -0.01
0.03 -0.01 -0.02
-0.03 -0.03 0.02
0.03 0.00 -0.01
0.01 0.01 -0.01
-0.05 -0.03 0.00

Results of the Mulliken charge analysis, in e, for atoms 1 through 5: 4.83, -0.79, -0.47, 0.85, -0.68